Entry 1:
Molecular formula: C37H43N7O8PY
Method: DFT, ωB97M-V with the def2-TZVPD basis set

Structure (ORCA input):
```
! wB97M-V def2-TZVPD RIJCOSX def2/J DEFGRID3
* xyz 0 1
Y -0.1499 1.0039 0.2972
O -2.4834 3.7036 -2.6471
C -3.7153 3.7319 -2.1021
C -4.7143 4.4146 -2.8001
C -6.0004 4.4780 -2.3051
C -6.3237 3.8620 -1.0982
C -5.3399 3.1856 -0.4053
C -4.0299 3.1068 -0.8849
C -3.0091 2.3416 -0.1343
O -1.8231 2.2575 -0.6541
N -3.3401 1.7925 1.0048
N -2.2233 1.1757 1.5575
C -2.4122 0.6461 2.7137
C -1.3692 0.1171 3.5601
C -1.7504 -0.6749 4.6533
C -0.8236 -1.1580 5.5489
C 0.5193 -0.8139 5.3785
C 0.9218 -0.0063 4.3392
C -0.0012 0.4743 3.3884
O 0.3981 1.2280 2.3977
H -1.9242 3.1619 -2.0405
H -4.4461 4.8881 -3.7361
H -6.7604 5.0127 -2.8619
H -7.3307 3.9130 -0.7058
H -5.5600 2.6985 0.5349
H -3.4271 0.6422 3.1142
H -2.8016 -0.9121 4.7796
H -1.1301 -1.7835 6.3769
H 1.2599 -1.1879 6.0761
H 1.9636 0.2494 4.2018
C 2.3843 -0.1849 -3.5891
C 1.5046 -0.9313 -4.3569
C 0.1652 -0.9506 -4.0090
C -0.2489 -0.2144 -2.9020
N 0.6029 0.4740 -2.1444
C 1.8892 0.4904 -2.4873
C -1.6868 -0.2383 -2.5182
C -2.6507 -0.0470 -3.4988
C -3.9874 -0.1194 -3.1314
C -4.3012 -0.4149 -1.8150
C -3.2657 -0.5706 -0.9042
N -1.9834 -0.4589 -1.2357
H 3.4398 -0.1390 -3.8187
H 1.8601 -1.5006 -5.2062
H -0.5534 -1.5372 -4.5636
H 2.5434 1.0597 -1.8371
H -2.3544 0.1897 -4.5110
H -4.7680 0.0565 -3.8598
H -5.3262 -0.4883 -1.4801
H -3.4759 -0.7650 0.1403
C 4.6779 -1.8954 -0.7565
C 3.6680 -3.0348 -0.6961
C 3.6258 -3.7867 -2.0196
C 3.9721 -3.9824 0.4547
O 2.3418 -2.4715 -0.5666
P 1.7010 -1.9211 0.8026
O 2.7171 -1.2375 1.6477
O 0.5219 -1.1097 0.3067
O 1.1700 -3.1979 1.5880
C -0.0803 -3.8955 1.3509
C -1.2193 -3.1160 1.9921
C 0.1147 -5.2335 2.0525
C -0.3193 -4.0942 -0.1396
H 5.6763 -2.2829 -0.9671
H 4.6931 -1.3579 0.1907
H 4.4009 -1.2022 -1.5535
H 4.5882 -4.2573 -2.2252
H 3.3885 -3.0979 -2.8314
H 2.8566 -4.5599 -1.9874
H 4.9612 -4.4216 0.3117
H 3.2387 -4.7886 0.4952
H 3.9617 -3.4507 1.4068
H -0.9837 -2.8991 3.0356
H -2.1377 -3.7061 1.9560
H -1.3877 -2.1765 1.4666
H 0.3198 -5.0754 3.1112
H 0.9515 -5.7768 1.6118
H -0.7858 -5.8430 1.9567
H -0.4475 -3.1367 -0.6465
H -1.2253 -4.6866 -0.2811
H 0.5161 -4.6295 -0.5940
C 1.7184 5.8157 -0.6437
N 2.2764 4.6372 0.0100
C 3.2900 4.7325 0.9158
C 3.7488 3.6605 1.5867
C 3.1308 2.3866 1.3179
N 2.1468 2.3074 0.4226
C 1.6743 3.4083 -0.2078
O 0.6912 3.3000 -0.9470
N 3.5414 1.2931 1.9299
H 2.5101 6.5420 -0.8153
H 0.9333 6.2605 -0.0315
H 1.2852 5.5088 -1.5898
H 3.6940 5.7256 1.0574
H 4.5521 3.7575 2.3009
H 4.2712 1.3668 2.6157
H 3.0987 0.3644 1.7858
*
```

As for the HOMO energy: -7.1 eV. Its energy above the lowest of the compared OMol25 structures with the same formula, charge and spin is 0.0 kcal/mol.

Atomic partial charges in e from the Mulliken method, atoms 1 to 8: -0.59 -0.77 0.33 -0.64 -0.35 -0.80 -0.55 -0.03


Entry 2:
Molecular formula: C37H43O3SiV
Method: DFT, ωB97M-V with the def2-TZVPD basis set

Structure (ORCA input):
```
! wB97M-V def2-TZVPD RIJCOSX def2/J DEFGRID3
* xyz 0 3
O 2.0581 -4.3769 -0.3862
C 1.3425 -5.1555 0.6332
C 2.6115 -5.7910 1.2016
H 0.6667 -5.8583 0.1231
H 0.8145 -4.5002 1.3370
C 3.3137 -4.7462 0.2579
H 2.7593 -6.8279 0.8605
H 2.8338 -5.6660 2.2626
C 4.3318 -5.3804 -0.6738
H 3.8462 -6.0942 -1.3496
H 5.0926 -5.8983 -0.0691
H 4.8748 -4.5923 -1.2135
C 3.9095 -3.5350 0.9617
H 3.1316 -2.9889 1.5074
H 4.3558 -2.8803 0.1871
H 4.6970 -3.8534 1.6539
V 0.1753 0.2076 0.4105
C 0.1121 0.3503 2.8084
C -1.2486 0.4174 2.3990
C -1.5642 -0.7519 1.6440
H -1.9628 1.1741 2.7166
C -0.3793 -1.5798 1.5954
C 0.6540 -0.8806 2.3473
H 1.6302 -1.2725 2.6097
H 0.6070 1.0688 3.4654
H -2.5418 -0.9989 1.2357
H -0.2822 -2.5501 1.1212
C 1.7744 1.6854 -0.6504
C 2.3827 1.0603 0.4629
C 2.3726 -0.3452 0.2280
H 2.8970 1.5688 1.2826
C 1.6945 -0.5947 -1.0165
C 1.3359 0.6792 -1.5628
H 0.8628 0.8676 -2.5230
H 1.7435 2.7602 -0.8179
H 2.8982 -1.0872 0.8247
H 1.5030 -1.5687 -1.4753
O -0.2580 -4.4762 -2.0806
C 0.4523 -5.6650 -2.5947
C -0.4647 -6.5963 -3.4268
H 0.8833 -6.2423 -1.7573
H 1.2598 -5.2851 -3.2324
C -1.7935 -5.8258 -3.5219
H -0.6117 -7.5626 -2.9188
H -0.0152 -6.7758 -4.4212
C -1.4892 -4.4700 -2.8311
H -2.6165 -6.3593 -3.0309
H -2.0274 -5.6740 -4.5769
H -2.3224 -4.1853 -2.1662
H -1.3705 -3.7110 -3.6279
O -0.7596 1.9111 0.2193
Si -1.2942 3.4296 0.3983
C -0.3411 4.5639 -0.7374
C -0.1255 4.1059 -2.0440
C 0.7449 4.7855 -2.8996
C 1.3652 5.9660 -2.4755
C 1.0804 6.4772 -1.2034
C 0.2217 5.7830 -0.3371
C -3.0891 3.4912 -0.0651
C -3.6939 4.6607 -0.5482
C -5.0150 4.6227 -1.0094
C -5.7432 3.4232 -0.9792
C -5.1409 2.2608 -0.4654
C -3.8229 2.3032 -0.0057
C -1.0645 3.9845 2.1620
C 0.2240 3.8970 2.6995
C 0.4535 4.2209 4.0413
C -0.6116 4.6223 4.8585
C -1.8945 4.7411 4.3168
C -2.1218 4.4332 2.9666
H -0.6287 3.1969 -2.3884
H 0.9334 4.3772 -3.8947
H 2.0629 6.4785 -3.1398
H 1.5352 7.4168 -0.8837
H -0.0035 6.1842 0.6560
H -3.1291 5.5962 -0.5760
H -5.4914 5.5320 -1.3960
H -6.7725 3.3831 -1.3497
H -5.6967 1.3201 -0.4205
H -3.3577 1.3960 0.3931
H 1.0585 3.5766 2.0664
H 1.4687 4.1572 4.4346
H -0.4351 4.8427 5.9135
H -2.7254 5.0791 4.9412
H -3.1208 4.5440 2.5387
*
```

As for the HOMO energy (spin up / spin down): -7.6 / -8.0 eV. Its energy above the lowest of the compared OMol25 structures with the same formula, charge and spin is 10.6 kcal/mol.

Atomic partial charges in e from the Mulliken method, atoms 1 to 8: -0.32 -0.30 -0.81 0.33 0.15 1.55 0.31 0.30


Entry 3:
Molecular formula: C37H44GdN5O2P2Se
Method: DFT, ωB97M-V with the def2-TZVPD basis set

Structure (ORCA input):
```
! wB97M-V def2-TZVPD RIJCOSX def2/J DEFGRID3
* xyz 0 8
Gd -1.1599 0.4275 0.9391
C -4.3598 0.9146 -0.4538
O -3.6042 0.6574 0.7261
C -4.2542 -0.0001 1.7518
C -5.5022 0.3961 2.1724
C -6.2597 -0.5247 2.9340
C -5.7806 -1.7682 3.2578
C -4.4522 -2.0877 3.0379
C -3.6575 -1.1640 2.2984
N -2.2849 -1.2577 2.2002
N -1.8031 -2.0372 3.1535
C -0.5502 -2.4752 3.1725
C 0.4810 -2.1175 2.1744
O 0.2173 -1.3072 1.2010
C 1.7619 -2.6702 2.3393
C 2.0879 -3.4474 3.4119
C 1.1663 -3.6500 4.4695
C 1.6034 -4.3441 5.6374
C 0.7750 -4.4193 6.7492
C -0.5315 -3.9858 6.6215
C -1.0425 -3.3893 5.4657
C -0.1633 -3.1906 4.3876
H -5.3019 1.4081 -0.1650
H -4.6035 0.0158 -0.9810
H -3.7729 1.5396 -1.0874
H -5.9467 1.3543 1.9615
H -7.2311 -0.2040 3.3339
H -6.4368 -2.5649 3.6661
H -4.0364 -3.0575 3.4093
H 2.5602 -2.3954 1.6454
H 3.0469 -3.8899 3.6182
H 2.6250 -4.7148 5.6779
H 1.1111 -4.8768 7.6457
H -1.1831 -4.0596 7.4603
H -2.0841 -3.1527 5.4212
C -1.8217 0.9280 -3.2131
P -0.5521 0.1477 -2.1457
C 0.9474 0.8252 -3.0056
N 0.9514 0.8645 -4.3506
C 2.1245 1.2216 -4.9326
C 2.2465 1.1575 -6.3305
C 3.4886 1.4936 -6.9253
C 4.5729 1.8193 -6.1514
C 4.4576 1.9120 -4.7330
C 3.2838 1.5708 -4.1276
N 3.1291 1.6427 -2.7654
C 1.9719 1.3385 -2.2745
P 1.7692 1.7314 -0.4710
C 2.9283 0.4631 0.1060
C 2.5798 3.4044 -0.0741
C 1.9823 4.3946 -1.1201
C 4.1301 3.3794 -0.3097
C 2.2667 3.8046 1.3662
C -0.5306 -1.6656 -2.5622
C -1.6123 -2.3106 -1.6605
C -0.7927 -1.9907 -4.0668
C 0.8467 -2.2690 -2.2747
H -1.4239 0.9356 -4.2377
H -2.0063 1.9298 -2.8342
H -2.7912 0.4133 -3.2256
H 1.4101 0.8493 -6.9537
H 3.5718 1.4254 -7.9905
H 5.5241 1.9802 -6.6139
H 5.2695 2.2816 -4.0754
H 3.4480 0.0063 -0.7785
H 2.3715 -0.3354 0.5871
H 3.7022 0.8032 0.8484
H 2.0631 4.0131 -2.1630
H 2.6960 5.2692 -1.0465
H 0.9673 4.6905 -0.8065
H 4.3380 3.0832 -1.3289
H 4.6194 2.6434 0.3348
H 4.5695 4.3710 -0.1017
H 1.1862 3.9712 1.4911
H 2.7541 4.7648 1.5942
H 2.5215 3.1067 2.1466
H -2.6115 -1.8349 -1.8320
H -1.3761 -2.2963 -0.5537
H -1.6108 -3.3631 -1.9390
H -1.7508 -1.6752 -4.4593
H -0.7896 -3.0983 -4.1253
H -0.0197 -1.5071 -4.6543
H 1.2035 -2.0577 -1.2669
H 1.5738 -1.9474 -2.9970
H 0.8033 -3.3706 -2.3446
Se -2.5373 1.8286 4.9059
C -1.1196 1.5001 3.9923
N -0.4061 1.0833 3.1325
C -1.4509 2.8360 0.0841
H -0.5101 3.4615 0.0625
H -2.1443 3.2829 0.8190
H -1.8460 3.1309 -0.9017
*
```

As for the HOMO energy (spin up / spin down): -4.9 / -6.7 eV. Its energy above the lowest of the compared OMol25 structures with the same formula, charge and spin is 62.7 kcal/mol.

Atomic partial charges in e from the Mulliken method, atoms 1 to 8: -0.04 -0.83 0.26 0.56 -0.65 -0.67 -0.66 -0.58


Entry 4:
Molecular formula: C37H44GeMnN8O2PS2Sb
Method: DFT, ωB97M-V with the def2-TZVPD basis set

Structure (ORCA input):
```
! wB97M-V def2-TZVPD RIJCOSX def2/J DEFGRID3
* xyz 2 2
Mn -0.7076 -0.1297 -0.4732
C 4.0963 2.1708 2.4784
C 3.0930 2.3299 1.3643
O 1.8371 1.6179 1.6210
P 1.6105 0.0867 1.3792
S -0.3313 -0.2905 1.8051
S 1.8260 -0.4395 -0.5355
O 2.6248 -0.5910 2.3585
C 2.7776 -2.0295 2.5320
C 3.8327 -2.2555 3.5815
H 4.9120 2.8732 2.3032
H 4.5126 1.1673 2.5203
H 3.6452 2.4099 3.4405
H 3.4802 1.9859 0.4024
H 2.7758 3.3658 1.2658
H 3.0644 -2.4499 1.5665
H 1.8100 -2.4317 2.8331
H 4.7863 -1.8319 3.2701
H 3.9685 -3.3264 3.7322
H 3.5385 -1.8092 4.5298
N -1.6937 4.9207 0.5986
N -1.0175 3.8660 0.0303
N 0.1425 4.0166 -0.5711
C 0.4553 2.7642 -0.8594
N -0.4909 1.9231 -0.4318
N -1.4340 2.6523 0.1441
H -1.5072 5.7487 0.0425
H -2.6864 4.6940 0.6090
H 1.3569 2.4597 -1.3611
C 0.0394 -3.7884 0.9313
Sb -0.8916 -2.7389 -0.6423
C -2.7722 -3.6984 -0.7140
C 0.0882 -3.5758 -2.3237
H -0.2295 -4.8392 0.8324
H -0.3027 -3.4049 1.8890
H 1.1172 -3.6758 0.8451
H -2.5914 -4.7669 -0.6013
H -3.2753 -3.5027 -1.6576
H -3.3959 -3.3496 0.1053
H 0.0823 -4.6578 -2.1959
H 1.1210 -3.2343 -2.3587
H -0.4285 -3.3234 -3.2473
N 3.5207 -1.4721 -10.1521
C 2.9082 -1.2061 -9.2189
C 2.1476 -0.8790 -8.0438
C 2.8096 -0.4640 -6.8906
C 2.0824 -0.1478 -5.7564
C 0.7018 -0.2681 -5.7866
C 0.0305 -0.6800 -6.9268
C 0.7587 -0.9803 -8.0644
N -0.0522 0.0398 -4.6059
C -1.1703 0.8392 -4.5280
C -1.5387 0.8481 -3.2222
N -0.6606 0.0635 -2.5008
C 0.2214 -0.4013 -3.3700
H 3.8869 -0.3768 -6.8923
H 2.5845 0.2076 -4.8659
H -1.0471 -0.7776 -6.9247
H 0.2568 -1.3031 -8.9656
H -1.5729 1.3362 -5.3927
H -2.3445 1.3819 -2.7480
H 1.0563 -1.0425 -3.1479
C -2.3158 -0.0795 -0.2286
Ge -4.2758 -0.0983 0.2850
C -4.1306 -0.8639 2.0544
C -3.3970 -0.1765 3.0247
C -3.2274 -0.7150 4.2913
C -3.7894 -1.9458 4.6016
C -4.5133 -2.6416 3.6438
C -4.6797 -2.1056 2.3746
C -4.7279 1.7881 0.2090
C -5.0118 2.5202 1.3589
C -5.3109 3.8753 1.2737
C -5.3270 4.5077 0.0375
C -5.0540 3.7824 -1.1178
C -4.7636 2.4291 -1.0292
C -5.1216 -1.1620 -1.0903
C -6.3030 -1.8600 -0.8453
C -6.9110 -2.5912 -1.8565
C -6.3520 -2.6250 -3.1260
C -5.1839 -1.9212 -3.3864
C -4.5732 -1.1968 -2.3731
H -2.9376 0.7780 2.7933
H -2.6582 -0.1746 5.0360
H -3.6664 -2.3619 5.5926
H -4.9568 -3.5979 3.8872
H -5.2558 -2.6594 1.6422
H -5.0241 2.0392 2.3283
H -5.5517 4.4309 2.1705
H -5.5807 5.5580 -0.0302
H -5.0974 4.2657 -2.0853
H -4.5976 1.8653 -1.9424
H -6.7707 -1.8309 0.1321
H -7.8277 -3.1283 -1.6531
H -6.8310 -3.1920 -3.9128
H -4.7521 -1.9354 -4.3790
H -3.6541 -0.6648 -2.5943
*
```

As for the HOMO energy (spin up / spin down): -13.9 / -13.9 eV. Its energy above the lowest of the compared OMol25 structures with the same formula, charge and spin is 0.0 kcal/mol.

Atomic partial charges in e from the Mulliken method, atoms 1 to 8: -1.53 -1.20 -0.33 -0.18 0.79 -0.17 -0.52 -0.04


Entry 5:
Molecular formula: C37H44I2MoN4P2SSi2
Method: DFT, ωB97M-V with the def2-TZVPD basis set

Structure (ORCA input):
```
! wB97M-V def2-TZVPD RIJCOSX def2/J DEFGRID3
* xyz 4 1
Mo 0.8891 1.0265 0.0579
C 2.2508 2.6224 3.0783
Si 1.4775 0.9868 3.4814
C -0.0099 1.2535 4.5317
C 2.6593 -0.2964 4.0502
N 0.8459 0.3063 1.8211
P -0.0394 -1.1432 1.6139
C -0.5078 -0.4507 0.0492
P -0.3109 -0.9455 -1.6407
N 0.8935 0.2472 -1.7067
Si 1.6271 0.8824 -3.3615
C 3.4197 0.4222 -3.3287
C 1.2767 2.6982 -3.3242
C 0.7249 0.0012 -4.7018
C 0.2285 -2.5862 -1.9413
C 1.5356 -2.8432 -2.3684
C 1.8989 -4.1446 -2.6753
C 0.9730 -5.1740 -2.5415
C -0.3211 -4.9194 -2.0910
C -0.7042 -3.6249 -1.7892
C -1.7178 -0.4951 -2.5981
C -2.2668 0.7874 -2.4123
C -3.3215 1.1985 -3.2033
C -3.8359 0.3369 -4.1725
C -3.3027 -0.9349 -4.3486
C -2.2382 -1.3571 -3.5687
C -1.2698 -1.4181 2.8171
C -2.5424 -0.8548 2.6316
C -3.4940 -0.9920 3.6243
C -3.1768 -1.6778 4.7955
C -1.9167 -2.2460 4.9751
C -0.9542 -2.1239 3.9886
C 1.0805 -2.4921 1.4370
C 2.3858 -2.2646 0.9647
C 3.2536 -3.3282 0.8156
C 2.8259 -4.6177 1.1235
C 1.5272 -4.8516 1.5630
C 0.6464 -3.7942 1.7210
H 2.1373 3.2748 3.9506
H 1.7744 3.1432 2.2468
H 3.3225 2.5437 2.8825
H 0.2868 1.9441 5.3291
H -0.3798 0.3435 5.0065
H -0.8339 1.7201 3.9855
H 3.1277 0.0578 4.9760
H 3.4505 -0.4833 3.3218
H 2.1653 -1.2442 4.2800
H 4.0509 1.3094 -3.4233
H 3.6326 -0.2120 -4.1940
H 3.7268 -0.1183 -2.4311
H 1.9794 3.2521 -2.6967
H 0.2501 2.9065 -3.0116
H 1.3912 3.1091 -4.3338
H 0.5365 -1.0529 -4.4814
H 1.3752 0.0275 -5.5837
H -0.2214 0.4789 -4.9658
H 2.2549 -2.0387 -2.4725
H 2.9012 -4.3584 -3.0252
H 1.2605 -6.1874 -2.7933
H -1.0312 -5.7306 -1.9896
H -1.7160 -3.4237 -1.4503
H -1.8683 1.4526 -1.6564
H -3.7497 2.1855 -3.0769
H -4.6601 0.6625 -4.7957
H -3.7112 -1.5947 -5.1031
H -1.8155 -2.3406 -3.7257
H -2.7938 -0.3495 1.7039
H -4.4872 -0.5822 3.4903
H -3.9244 -1.7827 5.5725
H -1.6910 -2.7906 5.8835
H 0.0207 -2.5746 4.1280
H 2.7315 -1.2654 0.7422
H 4.2685 -3.1627 0.4768
H 3.5151 -5.4476 1.0242
H 1.2028 -5.8587 1.7906
H -0.3659 -3.9809 2.0583
I 3.6444 2.3552 -0.3323
I 5.6372 1.1052 0.9377
N -3.8701 6.2866 0.7667
C -2.7785 6.2194 -0.0094
S -2.4196 7.2916 -1.1863
C -1.8841 5.0327 0.1676
C -2.2954 3.8446 0.7986
C -1.4684 2.7556 0.8333
N -0.2171 2.7800 0.2883
C 0.2096 3.9552 -0.2607
C -0.5795 5.0620 -0.3370
H -4.4928 7.0727 0.6488
H -4.0565 5.6759 1.5427
H -3.2779 3.7426 1.2395
H -1.7765 1.8393 1.3149
H 1.2241 3.9868 -0.6293
H -0.2017 5.9697 -0.7889
*
```

As for the HOMO energy (spin up / spin down): -17.3 / -17.3 eV. Its energy above the lowest of the compared OMol25 structures with the same formula, charge and spin is 0.0 kcal/mol.

Atomic partial charges in e from the Mulliken method, atoms 1 to 8: -0.15 -0.94 -0.15 -0.89 -0.91 0.10 1.71 -1.07